Record 1
The following is a DFT calculation (ωB97M-V/def2-TZVPD) of a gas-phase ion, C3H7BBrClI (charge -1).

As for the HOMO-LUMO gap: 5.55 eV. The calculated total energy comes out at -94568.73246 eV. Its highest occupied orbital energy is -2.82 eV.

```
! RIJCOSX wB97M-V def2-TZVPD def2/J DEFGRID3
* xyz -1 1
C 1.469 0.643 -0.174
C 1.126 -0.804 0.163
Cl 2.012 -1.852 -1.032
C -0.381 -1.129 0.209
B -1.316 -0.001 -0.398
Br -2.204 1.297 0.733
H 0.951 1.364 0.457
H 1.331 0.820 -1.241
H 2.540 0.777 0.009
H 1.561 -1.065 1.126
H -0.687 -1.370 1.229
H -0.552 -2.050 -0.363
H -1.565 0.111 -1.557
I -4.283 3.259 0.837
*
```

Okay, here come the Löwdin numbers, in e, for every atom:
1. C -0.16
2. C -0.73
3. Cl 0.54
4. C -0.28
5. B -0.64
6. Br 0.36
7. H 0.07
8. H 0.08
9. H 0.07
10. H 0.09
11. H 0.09
12. H 0.07
13. H 0.02
14. I -0.59

Record 2
The following is a DFT calculation (ωB97M-V/def2-TZVPD) of C3H7BN2O2 in the gas phase.

As for the HOMO-LUMO gap: 8.15 eV. The calculated total energy comes out at -10973.76570 eV. Its highest occupied orbital energy is -7.75 eV. The energy above the lowest of the compared OMol25 structures with the same formula, charge and spin is 327.97 kJ/mol.

```
! RIJCOSX wB97M-V def2-TZVPD def2/J DEFGRID3
* xyz 0 1
B -1.622 -0.472 -0.166
C 0.984 -1.450 -0.077
C -0.175 -0.889 -0.255
C 0.810 1.314 0.052
N 2.181 -0.574 0.259
N 1.973 0.748 -0.159
O -2.470 -0.210 -1.259
O -2.016 -0.177 1.103
H 1.218 -2.461 -0.040
H 0.384 1.906 -0.675
H 0.416 1.518 0.960
H 2.231 -0.418 1.364
H 2.150 0.765 -1.187
H -3.217 0.272 -1.051
H -2.848 0.128 1.133
*
```

Okay, here come the Löwdin numbers, in e, for every atom:
1. B -0.71
2. C -0.14
3. C 0.12
4. C 0.02
5. N -0.07
6. N -0.14
7. O 0.15
8. O 0.18
9. H 0.07
10. H 0.07
11. H 0.05
12. H 0.16
13. H 0.15
14. H 0.04
15. H 0.03

Record 3
The following is a DFT calculation (ωB97M-V/def2-TZVPD) of 2 unconnected molecules or ions with the total composition C3H7BNO3.

As for the HOMO-LUMO gap: 6.32 eV. The calculated total energy comes out at -11534.14065 eV. Its highest occupied orbital energy is -3.28 eV. The energy above the lowest of the compared OMol25 structures with the same formula, charge and spin is 316.31 kJ/mol.

```
! RIJCOSX wB97M-V def2-TZVPD def2/J DEFGRID3
* xyz -1 1
B -1.162 -1.166 0.598
C 1.891 1.678 -1.188
C -0.673 -0.466 2.030
C 1.446 1.652 -2.485
N -0.548 -0.797 -0.583
O 2.508 1.149 -0.295
O 1.064 2.647 -1.233
O -2.086 -2.239 0.409
H -1.449 0.251 2.251
H 0.347 -0.099 1.696
H -0.640 -1.167 2.902
H 2.125 2.250 -3.071
H -0.605 -1.003 -1.548
H 0.022 0.030 -0.628
H -2.239 -2.721 1.145
*
```

Okay, here come the Löwdin numbers, in e, for every atom:
1. B -0.61
2. C -0.86
3. C -0.02
4. C -0.03
5. N 0.22
6. O 0.00
7. O -0.04
8. O 0.09
9. H 0.03
10. H 0.07
11. H 0.05
12. H -0.01
13. H 0.07
14. H 0.05
15. H 0.00

Record 4
The following is a DFT calculation (ωB97M-V/def2-TZVPD) of C3H7BO in the gas phase.

As for the HOMO-LUMO gap: 10.51 eV. The calculated total energy comes out at -5947.80408 eV. Its highest occupied orbital energy is -9.91 eV. The energy above the lowest of the compared OMol25 structures with the same formula, charge and spin is 15.47 kJ/mol. Its SMILES is C=CB(C)O.

```
! RIJCOSX wB97M-V def2-TZVPD def2/J DEFGRID3
* xyz 0 1
C 0.000 1.734 1.572
C 0.089 1.123 0.357
B 0.009 -0.445 0.114
C 0.129 -0.989 -1.397
O -0.285 -1.172 1.461
H 0.139 2.789 1.828
H -0.216 1.310 2.458
H 0.492 1.562 -0.478
H -0.615 -0.530 -1.881
H 0.133 -2.107 -1.455
H 1.099 -0.653 -1.872
H 0.063 -2.035 1.410
*
```

Okay, here come the Löwdin numbers, in e, for every atom:
1. C 0.04
2. C -0.06
3. B -0.28
4. C -0.02
5. O 0.01
6. H 0.06
7. H 0.01
8. H 0.04
9. H 0.01
10. H 0.07
11. H 0.09
12. H 0.03